[1]
C5H8Si in the gas phase. Source: the Open Molecules 2025 dataset; level of theory: ωB97M-V/def2-TZVPD.

```
! wB97M-V def2-TZVPD RIJCOSX def2/J DEFGRID3
* xyz 0 1
C 0.02593 0.07195 0.61961
C 1.30868 0.07024 0.15020
C -2.26472 0.86708 0.67804
C -1.28517 0.26171 -0.01288
C -1.52242 0.04968 -1.47699
Si 2.84724 -0.61311 0.77739
H -0.14261 0.04262 1.69791
H 1.32795 0.35927 -0.88036
H -2.23289 0.76933 1.70301
H -0.89066 0.72009 -2.11403
H -2.71623 0.39536 -1.51680
H -1.30765 -0.98385 -1.67036
H 2.93132 -0.94344 2.18304
H 3.92123 -1.06692 -0.13777
*
```

E_HOMO (spin up / spin down): -9.00 / -6.79 eV
LUMO energy (spin up / spin down): -0.0275 / -0.0322 Eh
Energy: -484.5682 a.u.
Gap between HOMO and LUMO (spin up / spin down): 8.26 / 5.91 eV

Atom charges from the Löwdin analysis, given in e for atoms 1 to 4:
1. C -0.182
2. C -0.362
3. C 0.166
4. C -0.444

[2]
A molecular structure, C5H9AgO3. Source: the Open Molecules 2025 dataset; level of theory: ωB97M-V/def2-TZVPD.

```
! wB97M-V def2-TZVPD RIJCOSX def2/J DEFGRID3
* xyz -1 2
O 2.11376 0.78902 1.50186
Ag 2.70074 2.74795 3.14513
O 2.22120 2.85511 0.92489
C 2.05304 1.72672 0.43596
C 1.94720 -0.58291 1.18990
C 0.56664 -1.07674 1.57374
H 2.12236 -0.71603 0.11134
H 2.72555 -1.13861 1.73158
H -0.20762 -0.55236 0.99566
H 0.48222 -2.15326 1.36969
H 0.37775 -0.91084 2.64424
O -2.17560 -0.20567 -3.37674
C -1.96090 0.39060 -2.09457
C -2.95235 -0.66642 -2.26902
H -2.28412 1.43147 -2.00836
H -0.99694 0.14971 -1.63640
H -4.01362 -0.40696 -2.30590
H -2.71934 -1.68079 -1.93300
*
```

E_HOMO (spin up / spin down): -1.55 / -3.58 eV
LUMO energy (spin up / spin down): 0.1117 / 0.1117 Eh
Energy: -568.4949 a.u.
Gap between HOMO and LUMO (spin up / spin down): 4.59 / 6.62 eV

Atom charges from the Löwdin analysis, given in e for atoms 1 to 4:
1. O -0.322
2. Ag 0.059
3. O -0.310
4. C -0.360

Going through the records in order, we get molecular weight values of 96.20, 224.99 g/mol.
Going through the records in order, we get max |F| values of 3.54, 0.88 eV/Å.